Computed, not measured: a cluster of 13 separate species, C22H73N23O13 in total, with ωB97M-V/def2-TZVPD.

Computed properties:
Charge: 0
Lowest unoccupied orbital energy, eV: -0.665

Positions of all 131 atoms, in Å:
C  22.830  16.411  -11.753
O  21.820  16.752  -12.232
N  22.840  15.924  -10.548
N  23.995  16.539  -12.237
H  23.644  15.475  -10.134
H  21.934  15.935  -10.101
H  24.721  16.187  -11.630
H  24.152  17.155  -13.022
C  19.932  18.188  -15.136
O  19.540  17.947  -16.271
N  20.270  19.369  -14.752
N  20.000  17.227  -14.265
H  20.438  19.519  -13.767
H  20.177  20.123  -15.417
H  19.595  16.362  -14.594
H  20.706  17.248  -13.543
C  26.741  14.380  -10.227
O  25.653  14.809  -10.587
N  27.402  13.416  -10.778
N  27.479  15.054  -9.391
H  28.242  13.137  -10.291
H  26.894  12.694  -11.268
H  28.459  14.809  -9.425
H  27.216  15.966  -9.046
C  21.546  8.405  -14.486
O  20.935  8.252  -15.538
N  22.456  7.590  -14.036
N  21.303  9.399  -13.682
H  22.783  6.819  -14.601
H  22.903  7.626  -13.131
H  20.557  10.071  -13.790
H  21.861  9.374  -12.841
C  22.168  12.021  -18.951
O  22.432  13.217  -18.975
N  22.028  11.298  -20.000
N  22.240  11.220  -17.874
H  22.237  11.746  -20.881
H  21.906  10.296  -20.025
H  22.438  11.627  -16.971
H  21.977  10.302  -18.203
C  26.801  9.013  -11.432
O  27.009  8.314  -10.420
N  27.562  10.064  -11.637
N  25.911  8.836  -12.370
H  28.273  10.252  -10.944
H  27.367  10.693  -12.402
H  25.909  9.591  -13.040
H  25.240  8.083  -12.426
C  23.371  19.480  -16.683
O  23.986  20.113  -15.873
N  22.607  19.931  -17.534
N  23.590  18.208  -16.836
H  22.449  20.928  -17.570
H  22.163  19.270  -18.155
H  22.957  17.741  -17.470
H  24.282  17.835  -16.201
C  18.200  10.332  -16.716
O  17.193  10.835  -17.172
N  19.108  9.568  -17.304
N  18.718  10.718  -15.641
H  18.987  9.339  -18.280
H  19.732  8.965  -16.788
H  18.210  11.433  -15.140
H  19.724  10.680  -15.570
C  21.921  16.766  -19.126
O  21.949  17.919  -19.375
N  22.508  15.957  -19.968
N  21.450  16.236  -18.048
H  22.990  16.410  -20.731
H  22.566  14.968  -19.774
H  20.778  16.744  -17.492
H  21.697  15.265  -17.915
C  21.253  8.750  -9.743
O  20.076  9.102  -9.759
N  21.721  7.690  -10.374
N  22.112  9.303  -8.980
H  21.144  7.262  -11.084
H  22.617  7.359  -10.048
H  21.887  10.182  -8.535
H  23.060  9.019  -8.781
C  26.791  16.263  -19.506
C  26.321  15.037  -18.682
C  25.294  15.329  -17.616
O  25.784  15.966  -16.397
C  26.386  15.023  -15.452
N  25.981  13.985  -19.561
H  25.997  16.474  -20.221
H  27.628  16.067  -20.176
H  27.042  17.182  -18.977
H  27.194  14.711  -18.117
H  24.622  14.552  -17.252
H  24.670  16.144  -17.983
H  25.717  14.196  -15.213
H  26.552  15.490  -14.482
H  27.355  14.593  -15.704
H  25.196  13.460  -19.202
H  25.694  14.266  -20.488
C  19.008  14.043  -16.842
C  17.797  13.942  -15.929
C  18.230  13.928  -14.391
O  19.202  13.028  -13.890
C  19.474  13.294  -12.503
N  16.991  15.105  -16.238
H  18.722  14.154  -17.888
H  19.573  13.111  -16.800
H  19.648  14.878  -16.559
H  17.276  12.998  -16.088
H  17.301  13.833  -13.829
H  18.645  14.922  -14.223
H  19.848  14.318  -12.499
H  20.239  12.729  -11.970
H  18.541  13.288  -11.939
H  17.080  15.325  -17.220
H  16.043  14.784  -16.104
C  22.369  14.681  -15.028
C  22.862  13.264  -14.637
C  23.170  13.083  -13.141
O  23.511  11.716  -12.956
C  23.653  11.283  -11.580
N  21.951  12.242  -15.056
H  21.596  14.845  -14.277
H  21.919  14.662  -16.020
H  23.104  15.477  -14.905
H  23.765  13.047  -15.208
H  22.287  13.277  -12.531
H  24.099  13.571  -12.847
H  23.471  10.239  -11.323
H  23.004  11.840  -10.906
H  24.623  11.432  -11.104
H  21.131  12.361  -14.478
H  22.386  11.468  -14.574

=====

Computed, not measured: a structure of composition C37H43F3N8O8SW, with ωB97M-V/def2-TZVPD.

Computed properties:
Charge: +2
Multiplicity: 3
⟨S²⟩: 2.012
Lowest unoccupied orbital energy (spin up / spin down), eV: -6.910 / -7.015

Positions of all 101 atoms, in Å:
W  -1.138  -0.356  0.642
C  -4.037  -0.572  -2.716
O  -4.558  0.346  -1.683
C  -3.589  0.429  -0.802
N  -2.414  -0.037  -1.112
C  -2.518  -0.440  -2.553
C  -1.720  -1.639  -2.997
C  -1.188  -1.618  -4.284
C  -0.480  -2.705  -4.773
C  -0.287  -3.822  -3.974
C  -0.820  -3.853  -2.694
C  -1.540  -2.769  -2.206
C  -3.816  1.027  0.530
C  -4.929  1.720  0.969
C  -4.926  2.190  2.282
C  -3.832  1.963  3.112
C  -2.760  1.255  2.594
N  -2.763  0.805  1.332
C  -1.539  0.826  3.296
N  -0.647  0.129  2.652
C  0.369  -0.314  3.648
C  -0.172  0.310  4.966
O  -1.356  1.080  4.562
C  1.797  0.103  3.381
C  2.149  1.164  2.560
C  3.472  1.579  2.481
C  4.448  0.944  3.230
C  4.106  -0.134  4.036
C  2.789  -0.557  4.105
H  -4.425  -0.247  -3.675
H  -4.403  -1.568  -2.459
H  -2.178  0.434  -3.115
H  -1.329  -0.747  -4.913
H  -0.081  -2.679  -5.778
H  0.263  -4.672  -4.354
H  -0.699  -4.736  -2.080
H  -2.006  -2.845  -1.235
H  -5.773  1.866  0.312
H  -5.785  2.725  2.661
H  -3.812  2.303  4.138
H  0.307  -1.403  3.688
H  0.525  1.007  5.426
H  -0.517  -0.424  5.690
H  1.409  1.662  1.955
H  3.737  2.396  1.824
H  5.475  1.275  3.177
H  4.865  -0.647  4.609
H  2.530  -1.401  4.734
F  -2.173  -4.286  2.391
C  -2.891  -3.308  2.920
F  -3.785  -3.799  3.754
F  -2.066  -2.496  3.603
S  -3.731  -2.314  1.617
O  -4.524  -3.188  0.830
O  -4.326  -1.212  2.316
O  -2.527  -1.853  0.802
C  -0.679  3.469  -2.978
N  -0.359  2.416  -2.014
C  0.190  1.213  -2.620
C  -0.393  2.633  -0.694
N  -0.511  1.667  0.217
N  -0.327  3.933  -0.275
C  -0.865  4.328  1.015
C  0.729  4.815  -0.777
H  -1.287  3.028  -3.768
H  0.218  3.887  -3.438
H  -1.245  4.263  -2.503
H  -0.346  1.010  -3.545
H  0.099  0.356  -1.955
H  1.242  1.365  -2.864
H  -0.350  2.084  1.124
H  -0.167  4.142  1.841
H  -1.810  3.818  1.205
H  -1.066  5.398  0.989
H  1.326  4.306  -1.526
H  1.390  5.081  0.051
H  0.313  5.729  -1.200
C  4.907  -1.239  0.474
C  4.494  -1.177  -0.990
C  3.016  -1.545  -1.209
C  2.672  -1.690  -2.722
C  3.246  -0.591  -3.605
C  2.791  -2.914  -0.582
O  3.411  -3.892  -0.880
N  1.795  -2.999  0.412
C  0.876  -2.036  0.557
O  -0.148  -2.174  1.301
N  0.909  -0.856  -0.058
C  2.105  -0.443  -0.666
O  2.354  0.728  -0.802
H  5.933  -0.894  0.594
H  4.862  -2.255  0.866
H  4.271  -0.599  1.090
H  5.102  -1.854  -1.591
H  4.635  -0.168  -1.374
H  1.585  -1.749  -2.833
H  3.068  -2.658  -3.034
H  3.100  0.401  -3.178
H  2.767  -0.618  -4.584
H  4.315  -0.726  -3.762
H  1.657  -3.892  0.872

=====

Computed, not measured: a cluster of 4 separate species, C20H47N2O2S in total, with ωB97M-V/def2-TZVPD.

Computed properties:
Charge: +1
Lowest unoccupied orbital energy, eV: -1.752

Positions of all 72 atoms, in Å:
C  1.506  5.879  -0.770
C  1.320  4.680  0.196
C  -0.038  4.331  0.239
C  -0.187  3.282  1.230
N  -1.561  2.670  1.262
C  -2.682  3.493  1.771
C  -2.385  3.730  3.345
C  -1.711  2.589  3.753
C  -1.541  1.757  2.415
C  -1.973  1.996  0.017
H  0.993  6.525  -0.151
H  1.030  5.633  -1.711
H  2.642  6.136  -0.930
H  1.720  4.946  1.109
H  2.035  3.822  0.062
H  -0.355  4.011  -0.786
H  -0.729  5.263  0.513
H  0.249  3.533  2.171
H  0.441  2.422  0.873
H  -3.631  3.048  1.667
H  -2.718  4.454  1.079
H  -3.127  4.055  3.910
H  -1.795  4.619  3.588
H  -2.335  2.022  4.495
H  -0.732  2.825  4.349
H  -2.267  1.109  2.441
H  -0.764  1.164  2.608
H  -2.889  1.311  0.020
H  -1.394  1.112  -0.311
H  -2.022  2.633  -0.844
C  5.777  -2.720  2.283
C  4.691  -3.506  1.738
C  3.863  -2.834  0.841
C  2.761  -3.506  0.374
N  1.872  -2.815  -0.629
C  0.537  -3.502  -0.838
C  -0.020  -3.101  -2.285
C  1.125  -2.314  -2.990
C  2.301  -2.722  -2.057
C  1.434  -1.476  -0.107
H  5.330  -1.954  2.912
H  6.490  -2.144  1.592
H  6.546  -3.088  3.030
H  4.212  -3.976  2.436
H  5.307  -4.301  1.042
H  4.204  -2.546  0.102
H  3.494  -2.083  1.338
H  2.423  -3.992  1.284
H  3.189  -4.509  -0.056
H  -0.148  -3.382  -0.010
H  0.679  -4.537  -0.702
H  -0.891  -2.764  -2.294
H  -0.295  -4.046  -2.611
H  0.888  -1.206  -3.030
H  1.142  -2.727  -3.982
H  3.097  -1.925  -2.203
H  2.885  -3.671  -2.263
H  2.295  -0.718  0.043
H  0.941  -1.502  0.942
H  0.862  -0.902  -0.869
O  -1.273  -1.142  1.057
H  -1.961  -1.588  0.550
C  -5.277  -1.606  -4.485
S  -3.903  -2.160  -3.500
O  -2.958  -0.870  -3.433
C  -4.874  -2.129  -1.991
H  -5.048  -1.171  -5.354
H  -5.749  -0.757  -4.035
H  -6.106  -2.392  -4.575
H  -5.357  -1.288  -1.714
H  -4.106  -2.476  -1.068
H  -5.456  -3.022  -2.077

=====

Computed, not measured: a cluster of 2 separate species, C3H7INO in total, with ωB97M-V/def2-TZVPD.

Computed properties:
Charge: +1
Lowest unoccupied orbital energy, eV: -4.342

Positions of all 13 atoms, in Å:
C  0.360  1.457  0.009
C  1.084  1.062  -1.315
C  0.376  -0.789  -0.286
N  0.003  0.157  0.549
O  1.126  -0.393  -1.242
I  -2.201  -2.595  2.129
H  0.946  1.934  0.898
H  -0.443  2.101  -0.377
H  0.499  1.086  -2.280
H  2.076  1.399  -1.213
H  0.140  -1.754  -0.091
H  -3.199  -3.843  2.020
H  -0.765  0.179  1.199

=====

Computed, not measured: an isolated molecule of C2H4N2O2, with ωB97M-V/def2-TZVPD.

Computed properties:
Charge: 0
Lowest unoccupied orbital energy, eV: 0.804
SMILES: C=NOC(N)=O

Positions of all 10 atoms, in Å:
C  0.498  0.360  -0.987
C  -0.143  -1.313  1.917
H  -0.164  1.574  -2.556
H  -0.899  1.993  -1.080
H  -1.265  -1.095  1.985
H  0.277  -1.912  2.695
N  -0.309  1.313  -1.611
N  0.669  -0.742  1.056
O  1.444  -0.162  -1.597
O  -0.107  -0.016  0.177

=====

Computed, not measured: a cluster of 10 separate species, C18H39BF4N5O4 in total, with ωB97M-V/def2-TZVPD.

Computed properties:
Charge: -1
Lowest unoccupied orbital energy, eV: 2.441

Positions of all 71 atoms, in Å:
B  0.443  -0.339  -0.041
F  1.288  0.605  -0.453
F  0.283  -0.224  1.351
F  -0.931  -0.284  -0.535
F  0.912  -1.599  -0.403
C  -3.310  -0.132  2.519
C  -2.937  1.310  2.879
N  -2.704  2.388  3.239
H  -2.991  -0.372  1.577
H  -2.669  -0.918  3.058
H  -4.293  -0.414  2.786
C  -2.295  -2.901  -1.786
C  -3.494  -2.459  -0.722
N  -4.286  -2.231  0.102
H  -2.974  -3.428  -2.498
H  -1.867  -2.022  -2.205
H  -1.329  -3.096  -1.492
C  -3.635  0.901  -1.700
C  -4.381  2.016  -2.516
N  -4.928  2.949  -3.026
H  -4.284  -0.023  -1.677
H  -2.809  0.606  -2.292
H  -3.335  1.527  -0.866
C  3.770  -1.632  -2.795
C  3.622  -1.082  -4.150
N  3.659  -0.777  -5.224
H  3.035  -1.484  -2.164
H  4.162  -2.516  -2.679
H  4.399  -1.108  -2.092
C  4.116  1.871  -1.025
C  5.570  1.562  -0.902
N  6.724  1.355  -0.880
H  4.017  2.746  -1.648
H  3.482  0.998  -1.304
H  3.716  2.161  -0.063
C  -0.683  -5.420  1.819
C  -0.150  -3.934  1.557
O  0.885  -4.074  0.588
H  0.149  -5.956  2.108
H  -1.150  -5.668  0.865
H  -1.499  -5.371  2.600
H  0.064  -3.646  2.520
H  -1.039  -3.337  1.246
H  0.933  -3.222  0.239
C  -0.039  -0.365  5.270
C  0.647  0.895  4.720
O  1.533  0.291  3.752
H  -0.615  -0.076  6.146
H  0.725  -0.701  5.977
H  -0.490  -0.912  4.451
H  1.202  1.287  5.484
H  -0.027  1.738  4.206
H  1.173  0.104  2.860
C  0.964  1.186  -5.189
C  0.863  1.270  -3.724
O  -0.484  0.803  -3.202
H  0.455  0.358  -5.464
H  1.949  1.392  -5.719
H  0.266  1.886  -5.585
H  1.185  2.139  -3.223
H  1.537  0.436  -3.149
H  -0.728  0.377  -2.370
C  -0.555  4.690  1.586
C  -0.183  3.292  1.188
O  0.882  3.294  0.308
H  -0.853  5.325  0.530
H  0.365  5.392  1.854
H  -1.211  4.756  2.303
H  -0.974  2.881  0.834
H  0.026  2.546  2.158
H  1.099  2.362  0.108

=====

Computed, not measured: a structure of composition C19H25BeN3SSi, with ωB97M-V/def2-TZVPD.

Computed properties:
Charge: 0
Lowest unoccupied orbital energy, eV: -0.593

Positions of all 50 atoms, in Å:
C  -0.133  -3.279  -1.211
C  0.690  -2.192  -1.626
C  1.959  -2.336  -1.000
H  0.429  -1.424  -2.345
C  1.908  -3.482  -0.150
C  0.619  -4.071  -0.281
H  0.296  -4.994  0.199
H  -1.124  -3.504  -1.595
H  2.822  -1.699  -1.167
H  2.724  -3.854  0.468
Be  0.474  -2.264  0.241
C  -0.441  3.903  -0.904
H  0.393  4.319  -1.487
H  -0.881  4.747  -0.359
H  -1.199  3.502  -1.590
Si  0.171  2.684  0.500
C  -1.400  1.638  0.552
C  -1.579  0.545  -0.305
H  -0.731  0.151  -0.877
C  -2.853  0.001  -0.544
H  -2.964  -0.824  -1.260
C  -3.969  0.552  0.092
H  -4.964  0.149  -0.114
C  -3.804  1.631  0.970
H  -4.676  2.074  1.461
C  -2.530  2.166  1.204
H  -2.421  3.041  1.851
C  1.235  1.782  -0.776
C  0.727  1.611  -2.084
H  -0.310  1.884  -2.323
C  1.543  1.169  -3.134
H  1.117  1.072  -4.138
C  2.896  0.911  -2.884
H  3.544  0.615  -3.709
C  3.414  1.063  -1.594
H  4.472  0.865  -1.395
C  2.591  1.515  -0.547
H  3.011  1.686  0.449
H  0.937  2.669  2.027
H  0.830  1.814  1.892
N  -1.027  -2.266  1.256
N  -0.850  -1.817  2.618
C  0.331  -1.242  2.906
N  0.563  -0.946  4.192
S  1.408  -0.806  1.682
H  -1.708  -1.633  0.812
H  -1.509  -3.173  1.296
H  -1.349  -2.318  3.357
H  1.440  -0.526  4.451
H  -0.121  -1.110  4.923

=====

Computed, not measured: an isolated molecule of C2HCl2NO, with ωB97M-V/def2-TZVPD.

Computed properties:
Charge: 0
Lowest unoccupied orbital energy (spin up / spin down), eV: -1.548 / -1.883

Positions of all 7 atoms, in Å:
C  -0.050  1.279  -1.062
C  0.486  0.007  -0.840
N  -0.526  2.293  -1.318
O  -0.414  -1.134  2.025
Cl  -0.331  -1.097  0.056
Cl  2.187  -0.200  -1.087
H  -1.352  -1.148  2.225

=====

The records above give, respectively, strongest force on any atom values of 0.17368; 0.03607; 0.30021; 0.06831; 0.07248; 0.17434; 0.07307; 0.02131 hartree/bohr.
The records above give, respectively, calculated total energy values of -84891.354; -88172.118; -39392.727; -14854.475; -9212.206; -46485.214; -43688.330; -30667.829 eV.
The records above give, respectively, energy relative to the best compared isomer or geometry (same formula, charge and spin) values of 599.0; 0.0; 0.0; 89.1; 291.1; 246.0; 257.8; 402.1 kJ/mol.